P) Below is a gas-phase ion, C4H12N2S (charge +1), with properties calculated with ωB97M-V/def2-TZVPD.

```
19
Properties=species:S:1:pos:R:3:mulliken_charge:R:1
C -0.56975 -1.30134 0.72884 -1.445
C 0.01333 -0.09540 0.08590 0.635
C 0.45184 0.86211 1.16304 -1.221
S -0.81713 1.02450 2.49410 -0.107
N 0.91517 -0.36859 -0.98510 -0.127
C 0.08343 -0.64752 -2.33547 -0.297
N 0.99820 -0.49979 -3.44024 -0.515
H -0.14098 -1.92338 1.54198 0.346
H -0.85299 -2.10591 0.03978 0.382
H -1.66819 -0.98298 0.87148 0.448
H -0.94119 0.49140 -0.35752 0.150
H 0.68508 1.81521 0.92605 0.570
H 1.42014 0.46561 1.51671 0.400
H -1.35602 2.27724 2.07350 0.198
H 1.59136 -1.21778 -0.95518 0.406
H -0.81703 0.06744 -2.24086 0.325
H -0.17819 -1.66871 -2.42660 0.390
H 1.36265 0.42403 -3.41248 0.211
H 0.70282 -0.86267 -4.35898 0.249
```

Computed properties:
Charge: +1
2S+1: 2
E_LUMO (spin up / spin down), hartree: -0.1040 / -0.3020
Molecular weight, g mol⁻¹: 120.22
Frontier orbital gap (spin up / spin down), eV: 10.699 / 4.875

---

Q) Below is a gas-phase ion, C4H12N2S (charge +1), with properties calculated with ωB97M-V/def2-TZVPD.

```
19
Properties=species:S:1:pos:R:3:mulliken_charge:R:1
C 1.77523 0.00681 0.83334 -0.399
N 0.71030 0.25799 -0.10670 -0.010
C -0.62452 0.30548 0.43041 -0.753
C -1.74765 -0.15333 -0.52228 -0.541
S -3.34374 -0.12726 0.19001 -0.209
C 2.99700 -0.57828 0.10990 -0.577
N 3.46608 0.35622 -0.90816 -0.453
H 1.44087 -0.74957 1.54533 0.368
H 2.11232 0.87407 1.40796 0.312
H 0.86153 1.12829 -0.61267 0.361
H -0.69675 -0.32398 1.31706 0.429
H -0.80734 1.32606 0.79603 0.400
H -1.40862 -1.17301 -0.76306 0.347
H -1.79029 0.37418 -1.47875 0.373
H -4.07186 -0.06365 -0.92712 0.164
H 2.66567 -1.52706 -0.31387 0.307
H 3.81501 -0.66512 0.82011 0.413
H 4.47176 0.46878 -0.88977 0.237
H 3.18812 0.14908 -1.84397 0.232
```

Computed properties:
Charge: +1
2S+1: 2
E_LUMO (spin up / spin down), hartree: -0.1045 / -0.3039
Molecular weight, g mol⁻¹: 120.22
Frontier orbital gap (spin up / spin down), eV: 9.731 / 4.286

---

How do the energies compare? Relative to the most stable structure, in kcal/mol: P) 36.3; Q) 0.0.